Density functional theory data (the ωB97M-V functional and the def2-TZVPD basis) for C4H11AuCl2Lu as an isolated structure in a non-equilibrium geometry.

LUMO energy (alpha / beta)   3.37 / 2.12 eV

Structure (ORCA input):
```
! RIJCOSX wB97M-V def2-TZVPD def2/J DEFGRID3
* xyz -1 3
Lu -0.21 0.74 1.50
Cl -1.00 3.06 1.37
C -2.09 -0.13 2.37
H -1.91 -0.59 3.35
H -2.57 -0.89 1.74
H -2.84 0.66 2.53
Au 0.60 -0.68 -1.24
C 2.30 0.60 -1.41
C -0.69 -0.06 -2.75
C 0.60 -1.57 0.65
H -1.33 -0.93 -2.95
H -1.27 0.78 -2.34
H -0.09 0.23 -3.62
H 3.16 0.03 -1.01
H 2.43 0.83 -2.48
H 2.13 1.52 -0.82
H -0.08 -2.44 0.76
H 1.63 -1.85 0.97
Cl 1.24 0.70 3.40
*
```